DFT (ωB97M-V/def2-TZVPD) results for C27H49Br3FIN2O33S8 as an isolated structure.

Each line ends with the Mulliken charge.
Cartesian coordinates (Å):
C  0.328  1.115  2.586  -1.33
C  0.111  1.892  1.303  0.63
Br  -1.603  1.290  0.526  -0.16
C  0.057  3.420  1.390  -1.18
Br  -0.746  4.014  3.060  -0.05
C  1.426  4.110  1.019  0.63
C  1.054  5.038  -0.163  -1.77
C  0.668  4.210  -1.407  -0.06
C  1.748  4.158  -2.497  -0.53
C  1.844  2.780  -3.166  -0.92
N  2.928  1.973  -2.564  -0.43
N  2.495  3.173  0.639  0.73
C  3.744  3.752  0.719  0.41
O  4.763  3.255  0.329  -0.69
C  3.562  5.103  1.398  -1.29
I  5.242  5.734  2.517  0.24
C  2.224  4.911  2.104  0.94
F  1.632  6.078  2.420  -0.39
Br  2.569  3.863  3.703  -0.03
H  0.653  0.126  2.286  0.22
H  1.107  1.577  3.190  0.08
H  -0.587  1.022  3.162  0.38
H  0.848  1.573  0.576  0.23
H  -0.683  3.771  0.685  0.81
H  1.865  5.720  -0.411  0.38
H  0.217  5.672  0.137  0.33
H  0.446  3.180  -1.106  -0.07
H  -0.274  4.586  -1.808  0.62
H  2.714  4.392  -2.045  0.25
H  1.503  4.900  -3.260  0.46
H  0.914  2.224  -3.044  0.22
H  1.989  2.902  -4.240  0.53
H  2.561  1.046  -2.369  0.14
H  3.651  1.792  -3.250  0.25
H  2.362  2.532  -0.133  -0.10
H  3.486  5.889  0.652  0.51
C  4.713  0.033  1.335  0.07
C  4.739  -0.999  0.224  -0.25
O  4.065  -2.141  0.794  -0.36
S  2.924  -1.651  1.787  1.02
O  1.672  -1.650  1.116  -0.47
O  3.069  -2.333  3.024  -0.55
O  3.414  -0.148  1.930  -0.17
H  5.473  -0.165  2.092  0.24
H  4.801  1.057  0.979  -0.03
H  5.742  -1.293  -0.069  0.34
H  4.178  -0.666  -0.651  0.18
C  2.226  -5.840  4.781  -0.30
C  1.960  -4.502  5.438  -0.06
O  0.571  -4.574  5.800  -0.26
S  0.183  -6.065  6.198  1.09
O  0.234  -6.228  7.607  -0.55
O  -0.977  -6.432  5.470  -0.52
O  1.472  -6.771  5.573  -0.33
H  1.852  -5.867  3.756  0.29
H  3.274  -6.125  4.799  0.31
H  2.123  -3.662  4.772  0.11
H  2.553  -4.374  6.346  0.27
C  9.916  9.624  1.451  -0.33
C  8.596  9.403  0.737  -0.33
O  8.146  8.139  1.243  -0.21
S  8.591  7.964  2.763  0.97
O  7.527  8.330  3.628  -0.48
O  9.233  6.707  2.897  -0.51
O  9.672  9.139  2.779  -0.30
H  10.721  9.039  1.004  0.29
H  10.204  10.670  1.505  0.30
H  8.697  9.335  -0.342  0.30
H  7.863  10.169  0.995  0.29
C  -4.065  -2.013  -0.110  -0.06
C  -2.910  -2.892  -0.535  -0.30
O  -3.499  -3.734  -1.550  -0.34
S  -4.589  -2.927  -2.369  0.96
O  -4.013  -2.437  -3.575  -0.36
O  -5.785  -3.691  -2.410  -0.55
O  -4.751  -1.723  -1.349  -0.32
H  -4.743  -2.551  0.553  0.26
H  -3.752  -1.090  0.362  0.05
H  -2.533  -3.517  0.268  0.36
H  -2.092  -2.319  -0.973  0.24
C  -4.947  0.595  5.142  -0.30
C  -4.782  -0.548  6.125  -0.38
O  -4.028  -1.521  5.386  -0.29
S  -3.013  -0.797  4.402  0.96
O  -1.724  -0.715  4.987  -0.54
O  -3.182  -1.346  3.102  -0.34
O  -3.682  0.650  4.465  -0.24
H  -5.729  0.389  4.409  0.27
H  -5.132  1.551  5.622  0.29
H  -5.724  -0.993  6.431  0.32
H  -4.208  -0.249  7.004  0.28
C  -8.618  -6.418  -0.564  -0.35
C  -7.313  -5.650  -0.552  -0.13
O  -7.212  -5.182  0.806  -0.25
S  -7.853  -6.245  1.805  1.08
O  -6.843  -7.073  2.358  -0.54
O  -8.768  -5.561  2.646  -0.55
O  -8.641  -7.090  0.706  -0.31
H  -9.480  -5.750  -0.620  0.31
H  -8.672  -7.156  -1.359  0.31
H  -7.302  -4.803  -1.226  0.22
H  -6.461  -6.298  -0.765  0.23
C  -2.047  -0.736  -5.590  -0.19
C  -2.600  0.622  -5.217  -0.30
O  -1.417  1.388  -4.907  -0.29
S  -0.202  0.920  -5.821  0.99
O  -0.035  1.789  -6.929  -0.58
O  0.888  0.637  -4.954  -0.50
O  -0.848  -0.438  -6.332  -0.24
H  -1.773  -1.313  -4.707  0.19
H  -2.720  -1.324  -6.207  0.32
H  -3.249  0.595  -4.347  0.30
H  -3.116  1.097  -6.053  0.31
C  -1.176  -4.338  -7.317  -0.27
C  -1.501  -5.389  -8.365  -0.43
O  -2.530  -6.181  -7.749  -0.31
S  -3.447  -5.253  -6.830  1.05
O  -4.608  -4.860  -7.543  -0.56
O  -3.532  -5.854  -5.550  -0.52
O  -2.459  -4.008  -6.761  -0.17
H  -0.543  -4.739  -6.525  0.26
H  -0.727  -3.440  -7.732  0.33
H  -0.658  -6.031  -8.603  0.32
H  -1.898  -4.941  -9.278  0.31

For the energy relative to the best compared isomer or geometry (same formula, charge and spin), the calculation gives 0.0 kJ/mol. As for the LUMO energy: 0.131 eV. The frontier orbital gap comes out at 9.413 eV.


DFT (ωB97M-V/def2-TZVPD) results for a 3-piece molecular cluster, C27H49N4O3 overall.

Each line ends with the Mulliken charge.
Cartesian coordinates (Å):
C  3.214  -3.212  1.353  -0.91
N  2.816  -2.411  0.178  0.27
C  3.793  -1.374  -0.202  -0.83
C  2.542  -3.247  -0.936  0.43
O  3.316  -4.034  -1.417  -0.51
C  1.155  -3.179  -1.588  -0.93
N  0.143  -2.485  -0.777  0.18
C  -0.829  -3.218  -0.199  0.14
C  -1.778  -2.637  0.602  -0.93
C  -1.728  -1.263  0.829  -0.24
C  -0.723  -0.523  0.216  -1.07
C  0.196  -1.156  -0.586  0.41
H  2.342  -3.457  1.962  0.28
H  3.892  -2.630  1.975  0.34
H  3.733  -4.132  1.074  0.35
H  4.565  -1.777  -0.866  0.33
H  4.289  -0.990  0.685  0.46
H  3.294  -0.538  -0.698  0.07
H  0.847  -4.220  -1.684  0.37
H  1.231  -2.774  -2.597  0.31
H  -0.827  -4.282  -0.388  0.41
H  -2.547  -3.255  1.043  0.47
H  -2.464  -0.786  1.472  0.79
H  -0.644  0.544  0.363  0.48
H  0.992  -0.590  -1.051  0.25
C  -6.470  2.040  4.852  -1.75
C  -6.119  0.645  4.293  1.77
C  -6.461  -0.446  5.312  -1.25
C  -5.492  -0.526  6.489  -0.49
C  -4.049  -0.628  6.002  -1.25
C  -3.662  0.497  5.041  1.77
N  -4.665  0.559  3.929  0.48
O  -4.442  -0.325  3.024  -0.63
C  -3.562  1.835  5.787  -1.75
C  -2.285  0.229  4.446  -1.88
C  -6.945  0.442  3.029  -1.97
H  -5.820  2.809  4.434  0.32
H  -7.492  2.298  4.580  0.49
H  -6.411  2.093  5.937  0.32
H  -6.475  -1.414  4.801  0.40
H  -7.477  -0.268  5.671  0.36
H  -5.612  0.337  7.149  0.31
H  -5.731  -1.403  7.093  0.39
H  -3.356  -0.616  6.846  0.40
H  -3.912  -1.589  5.495  0.33
H  -3.396  2.656  5.088  0.37
H  -2.714  1.797  6.471  0.45
H  -4.437  2.069  6.384  0.31
H  -2.229  -0.752  3.977  0.30
H  -1.544  0.263  5.244  0.50
H  -2.026  0.988  3.705  0.44
H  -6.678  1.171  2.263  0.45
H  -7.997  0.574  3.279  0.49
H  -6.819  -0.555  2.614  0.36
C  5.023  0.362  -6.348  -1.77
C  4.531  1.788  -6.023  1.76
C  5.437  2.444  -4.975  -1.36
C  5.242  1.907  -3.557  -0.44
C  3.769  1.955  -3.156  -1.18
C  2.859  1.242  -4.158  1.80
N  3.116  1.768  -5.528  0.49
O  2.508  2.881  -5.722  -0.61
C  3.067  -0.276  -4.080  -1.13
C  1.400  1.487  -3.801  -1.68
C  4.575  2.594  -7.315  -1.88
H  4.197  -0.281  -6.652  0.31
H  5.728  0.396  -7.178  0.49
H  5.543  -0.112  -5.517  0.32
H  5.248  3.522  -4.971  0.41
H  6.474  2.309  -5.289  0.37
H  5.631  0.888  -3.473  0.30
H  5.826  2.511  -2.860  0.42
H  3.625  1.508  -2.167  0.20
H  3.454  3.000  -3.077  0.44
H  2.507  -0.790  -4.863  0.53
H  2.709  -0.642  -3.113  -0.29
H  4.103  -0.595  -4.156  0.15
H  1.162  2.544  -3.723  0.43
H  1.199  1.028  -2.829  0.24
H  0.728  1.042  -4.536  0.46
H  3.891  2.182  -8.057  0.44
H  5.587  2.552  -7.715  0.47
H  4.316  3.637  -7.153  0.38

For the energy relative to the best compared isomer or geometry (same formula, charge and spin), the calculation gives 9.3 kJ/mol. As for the net charge: +1. Its spin multiplicity is 3. As for the LUMO energy (spin up / spin down): -4.035 / -4.036 eV. The frontier orbital gap (spin up / spin down) comes out at 6.145 / 7.245 eV.


DFT (ωB97M-V/def2-TZVPD) results for C27H49NO2P2Sn as an isolated structure.

Each line ends with the Mulliken charge.
Cartesian coordinates (Å):
Sn  -0.117  0.040  0.000  0.55
C  -0.643  1.453  1.998  0.22
O  -0.697  1.475  3.146  -0.09
C  0.416  -1.169  -2.176  0.12
O  0.630  -2.017  -2.921  -0.07
P  -2.447  -1.034  0.036  0.89
C  -3.612  0.115  -0.827  0.18
H  -4.577  -0.421  -0.797  0.67
C  -2.491  -2.614  -0.941  0.58
H  -2.003  -2.321  -1.892  0.23
C  -3.088  -1.188  1.774  0.52
H  -3.042  -0.144  2.142  0.36
C  2.841  2.054  1.402  0.46
P  1.977  1.586  -0.172  0.21
H  1.815  3.548  -1.486  0.90
H  2.076  2.627  1.957  0.63
C  3.283  1.174  -1.426  0.42
H  4.002  2.001  -1.293  0.62
C  -1.652  -3.729  -0.300  -1.53
H  -1.554  -4.549  -1.027  0.50
H  -2.147  -4.143  0.590  0.34
H  -0.640  -3.403  -0.027  0.26
C  -3.918  -3.084  -1.247  -1.37
H  -4.435  -3.423  -0.338  0.27
H  -3.845  -3.941  -1.932  0.47
H  -4.517  -2.308  -1.743  0.37
C  -4.546  -1.663  1.810  -1.56
H  -5.196  -1.083  1.139  0.37
H  -4.914  -1.525  2.838  0.47
H  -4.621  -2.734  1.567  0.38
C  -2.203  -2.051  2.685  -1.39
H  -2.580  -1.955  3.714  0.53
H  -1.151  -1.742  2.684  0.21
H  -2.259  -3.116  2.414  0.25
C  -3.777  1.440  -0.063  -1.22
H  -4.217  1.288  0.933  0.31
H  -4.457  2.087  -0.636  0.55
H  -2.822  1.976  0.054  0.03
C  -3.222  0.330  -2.299  -1.31
H  -2.234  0.806  -2.402  0.10
H  -3.970  0.995  -2.758  0.54
H  -3.222  -0.612  -2.865  0.33
C  4.045  2.968  1.126  -1.68
H  3.788  3.818  0.477  0.41
H  4.878  2.401  0.681  0.43
H  4.393  3.372  2.089  0.46
C  3.241  0.844  2.260  -1.31
H  4.056  0.270  1.793  0.24
C  -0.173  2.696  -1.656  -0.97
H  2.396  0.171  2.451  0.18
H  3.611  1.211  3.231  0.50
C  0.684  4.044  0.303  -1.46
H  -0.945  2.229  -1.009  -0.28
H  -0.644  3.604  -2.055  0.69
H  0.042  2.027  -2.499  0.15
C  1.071  3.077  -0.826  0.10
H  0.064  4.850  -0.117  0.46
H  1.570  4.505  0.760  0.41
H  0.095  3.516  1.073  0.18
C  2.750  1.202  -2.866  -1.26
H  1.969  0.442  -3.017  0.10
H  3.588  0.973  -3.539  0.51
H  2.364  2.192  -3.141  0.38
C  3.995  -0.155  -1.125  -1.25
H  3.289  -1.000  -1.125  0.22
H  4.529  -0.137  -0.164  0.24
H  4.742  -0.335  -1.913  0.53
H  -2.715  4.579  -1.781  0.02
H  -3.354  4.186  -1.760  0.02
N  0.794  -1.530  1.190  -0.14
C  1.439  -2.329  1.779  0.73
C  2.285  -3.328  2.274  0.39
C  3.678  -3.181  2.088  -0.19
C  4.530  -4.222  2.458  -0.72
C  4.010  -5.389  3.013  -0.41
C  2.637  -5.534  3.214  -0.71
C  1.758  -4.506  2.858  -0.47
H  4.082  -2.271  1.639  0.36
H  5.607  -4.118  2.295  0.45
H  4.694  -6.210  3.294  0.43
H  2.236  -6.457  3.639  0.44
H  0.682  -4.609  3.006  0.51

As for the net charge: +4. As for the LUMO energy: -14.394 eV. The frontier orbital gap comes out at 5.495 eV.


DFT (ωB97M-V/def2-TZVPD) results for C27H49NP2V as an isolated structure.

Each line ends with the Mulliken charge.
Cartesian coordinates (Å):
P  -3.231  -0.002  -1.831  1.60
P  -1.235  -2.264  -1.509  1.90
C  -3.825  -1.681  -2.503  -1.20
C  -3.090  -2.713  -1.667  -1.14
H  -3.628  -1.736  -3.588  0.32
H  -4.913  -1.744  -2.347  0.50
H  -3.464  -2.694  -0.621  0.34
H  -3.172  -3.746  -2.043  0.55
C  -0.685  -3.004  -3.120  -1.46
H  0.336  -2.671  -3.345  0.38
H  -1.350  -2.695  -3.946  0.37
H  -0.696  -4.106  -3.034  0.40
C  -0.855  -3.711  -0.466  -1.60
H  -1.243  -4.614  -0.942  0.64
H  -1.282  -3.625  0.539  0.17
H  0.226  -3.840  -0.377  0.41
C  -4.065  1.105  -3.055  -1.39
H  -3.900  2.159  -2.765  0.34
H  -5.154  0.924  -3.117  0.42
H  -3.650  0.921  -4.055  0.40
C  -4.568  -0.049  -0.501  -1.77
H  -4.219  -0.718  0.298  0.42
H  -5.529  -0.442  -0.861  0.45
H  -4.733  0.952  -0.079  0.44
V  -1.107  -0.162  -1.285  -0.20
C  3.072  -1.575  2.968  -0.46
C  2.713  -1.780  1.684  -0.68
C  1.339  -1.891  1.138  1.54
C  0.158  -1.661  2.102  -0.26
C  -0.285  -2.865  2.902  -0.37
C  0.451  -3.556  3.774  -1.03
C  1.645  -3.107  4.521  -0.54
C  2.217  -1.711  4.204  -1.00
C  -1.997  0.976  0.306  -1.48
H  4.120  -1.312  3.189  0.34
H  3.505  -2.035  0.960  0.41
H  1.226  -2.884  0.689  -0.24
H  1.259  -1.199  0.270  -0.71
H  0.384  -0.819  2.758  0.48
H  -0.703  -1.339  1.484  -0.21
H  -1.320  -3.217  2.714  0.46
H  0.138  -4.566  4.030  0.39
H  2.405  -3.887  4.408  0.36
H  1.426  -3.074  5.603  0.41
H  1.409  -0.972  4.219  0.32
H  2.880  -1.425  5.034  0.45
H  -1.143  0.935  1.003  0.19
H  -2.915  0.778  0.876  0.68
H  -2.051  1.976  -0.179  0.37
C  1.376  4.542  2.641  -1.73
C  1.677  3.402  1.710  0.25
C  2.945  2.827  1.799  -0.89
C  3.333  1.762  0.975  0.57
C  4.720  1.210  1.069  -1.74
C  2.439  1.291  0.027  0.48
C  1.154  1.855  -0.104  -1.63
C  0.787  2.938  0.741  0.03
N  0.326  1.416  -1.150  1.06
C  0.366  2.273  -2.329  1.79
C  -0.515  3.514  -2.195  -1.62
C  1.769  2.837  -2.608  -1.88
C  -0.129  1.438  -3.498  -1.98
H  1.831  4.366  3.625  0.40
H  1.797  5.493  2.284  0.30
H  0.303  4.683  2.791  0.39
H  3.651  3.175  2.549  0.35
H  5.411  1.704  0.369  0.36
H  5.118  1.358  2.076  0.38
H  4.731  0.135  0.856  0.29
H  2.742  0.496  -0.671  0.48
H  -0.187  3.415  0.606  0.44
H  -0.123  4.172  -1.416  0.34
H  -0.485  4.061  -3.143  0.53
H  -1.564  3.285  -1.979  0.13
H  2.563  2.082  -2.584  0.28
H  1.755  3.288  -3.606  0.54
H  2.026  3.633  -1.900  0.38
H  -0.079  2.051  -4.397  0.54
H  0.539  0.577  -3.610  0.30
H  -1.179  1.089  -3.366  0.18

For the energy relative to the best compared isomer or geometry (same formula, charge and spin), the calculation gives 17.1 kJ/mol. Its spin multiplicity is 4. As for the LUMO energy (spin up / spin down): 0.483 / 0.321 eV. The frontier orbital gap (spin up / spin down) comes out at 7.388 / 7.377 eV.